Entry 1:
ORCA calculation (wB97M-V/def2-TZVPD) on a structure of composition C11H26ClN4PbS3Sb.

Geometry (Å):
Pb 0.47795 0.20527 0.61888
C -0.92305 2.05786 -2.66281
C -0.64135 0.57844 -2.90154
N 0.46440 -0.02551 -2.13924
C 0.68411 -1.40978 -2.60268
C 1.59370 -2.22674 -1.70082
N 1.19333 -2.23634 -0.28553
C 0.30954 -3.30925 0.18789
C -1.12044 -3.30966 -0.34859
C -1.89005 -1.99479 -0.39975
N -1.77450 -1.13472 0.78933
C -2.86278 -0.14158 0.86070
C -2.77960 0.90457 -0.24718
N -1.50334 1.62552 -0.17778
C -1.23517 2.60296 -1.25052
H -1.76369 2.28642 -3.32057
H -0.08768 2.64149 -3.05720
H -0.46176 0.46150 -3.97785
H -1.53480 -0.01152 -2.69232
H 1.31299 0.51158 -2.30541
H 1.10032 -1.42238 -3.61682
H -0.29290 -1.88908 -2.67427
H 2.60211 -1.81153 -1.74662
H 1.65363 -3.24398 -2.10673
H 2.03945 -2.29117 0.27133
H 0.28793 -3.21820 1.27684
H 0.73739 -4.29511 -0.03112
H -1.67334 -4.02864 0.26149
H -1.13736 -3.71891 -1.36178
H -2.94422 -2.23248 -0.58922
H -1.54933 -1.40498 -1.24601
H -1.80471 -1.70202 1.63140
H -2.80088 0.35138 1.83208
H -3.84050 -0.63245 0.79646
H -3.62976 1.58763 -0.13949
H -2.87635 0.43880 -1.22686
H -1.50744 2.14942 0.69708
H -0.37966 3.18063 -0.90238
H -2.07305 3.30335 -1.33098
S 2.24629 0.19675 3.27967
Sb 1.72267 2.51098 3.21949
S -0.40381 1.51236 3.11993
S 2.04239 2.90615 0.70019
Cl 3.58790 0.62078 -0.55553
C 3.65266 2.15055 0.42705
H 4.27315 2.83005 -0.14685
H 4.14785 1.88228 1.35571

As for the LUMO energy (alpha / beta): -2.623 / -4.467 eV. For the HOMO energy (alpha / beta), the calculation gives -10.892 / -10.714 eV. Its net charge is +1. As for the max |F|: 0.00447 hartree/bohr. The calculation puts the relative energy (zero: lowest compared OMol25 entry of this formula, charge and spin) at 0.0 kJ/mol. Its spin multiplicity is 2. As for the HOMO-LUMO gap (alpha / beta): 0.3039 / 0.2296 Eh. The calculated total energy comes out at -2741.4653 Eh. For the molar mass, the calculation gives 675.0 g mol⁻¹.

Entry 2:
ORCA calculation (wB97M-V/def2-TZVPD) on a structure of composition C11H26CoN4O6S at a distorted geometry.

Geometry (Å):
O -3.43858 1.78092 -1.14333
H -4.00145 2.32502 -1.77404
Co -0.15102 0.17805 -0.64576
N -1.18064 -1.38708 -0.77048
N -1.01450 -0.12035 1.33500
N 1.14245 0.04306 -1.86114
N 1.14041 1.26088 0.16109
O -0.88083 -2.17059 -1.73934
O 1.03295 -0.82671 -2.91325
O 1.13285 1.83742 1.37282
O -0.55158 0.32994 2.48179
C -2.07785 -0.95845 1.34063
C -2.24205 -1.62394 0.08310
C 2.36006 0.59297 -1.65683
C 2.37835 1.26932 -0.41403
C -3.52132 -2.25364 -0.36551
H -4.17592 -1.44935 -0.74852
H -3.99265 -2.73382 0.49975
H -3.30885 -2.98418 -1.15392
C -3.01309 -1.04062 2.51466
H -3.36416 -0.02141 2.78100
H -2.50170 -1.49645 3.39203
H -3.88785 -1.66061 2.25952
C 3.44680 0.45351 -2.65720
C 3.61250 1.83245 0.18716
H 3.08285 0.53154 -3.69044
H 4.03907 -0.48327 -2.61728
H 4.18542 1.25804 -2.51014
H 3.47003 1.98686 1.25965
H 3.87722 2.79929 -0.27910
H 4.45917 1.13491 0.02064
H 0.24959 -1.42189 -2.62279
H 0.44052 1.24797 1.93171
C -2.16185 2.92693 0.40714
H -3.20066 2.64414 0.43448
H -1.66561 3.26597 -0.50807
H -1.52531 2.85293 1.33081
O -1.09416 0.94585 -1.90255
H -2.57105 1.64681 -1.54311
H -0.50680 1.70805 -2.13772
C 1.80032 -3.58439 1.59147
S 2.12415 -2.29538 0.37797
C 2.10620 -3.34407 -1.09071
H 0.89855 -3.28949 2.14301
H 2.65094 -3.64285 2.28310
H 1.65260 -4.54770 1.09134
H 2.78126 -2.90743 -1.83678
H 2.46778 -4.33648 -0.80434
H 1.08904 -3.40077 -1.49925

As for the LUMO energy (alpha / beta): -5.053 / -5.519 eV. For the HOMO energy (alpha / beta), the calculation gives -10.504 / -11.738 eV. Its net charge is +1. As for the max |F|: 0.11073 hartree/bohr. Its spin multiplicity is 5. As for the HOMO-LUMO gap (alpha / beta): 0.2003 / 0.2285 Eh. The calculated total energy comes out at -2885.5162 Eh. For the molar mass, the calculation gives 401.4 g mol⁻¹.

Entry 3:
ORCA calculation (wB97M-V/def2-TZVPD) on a structure of composition C11H26CrN6O7 at a distorted geometry.

Geometry (Å):
O -0.66510 0.57623 -5.05958
H -1.17887 0.23210 -5.80871
Cr -0.61955 0.26577 0.04501
N -0.31211 1.85496 1.20107
N 0.71281 1.27210 -1.02625
N -1.79746 -0.79988 1.28465
N -0.96048 -1.38899 -1.04816
O -0.95496 2.00357 2.32902
O -2.07698 -0.42253 2.57824
O -0.42637 -1.65424 -2.30283
O 1.23898 0.70255 -2.05941
C 1.25104 2.38256 -0.44078
C 0.64070 2.73577 0.80520
C -2.01676 -2.06095 0.92643
C -1.49036 -2.40460 -0.36064
C 1.01967 3.86235 1.70297
H 1.29762 3.51128 2.69959
H 0.18769 4.55727 1.82692
H 1.86532 4.41383 1.30070
C 2.39895 3.07780 -1.07529
H 2.15842 3.34235 -2.10720
H 3.27852 2.42783 -1.10321
H 2.66960 3.98857 -0.54299
C -2.66897 -3.04670 1.82193
C -1.51525 -3.78921 -0.89116
H -3.29894 -2.55193 2.56042
H -1.94123 -3.66584 2.36115
H -3.29507 -3.72478 1.24001
H -0.73149 -3.93394 -1.63633
H -2.48116 -3.99848 -1.35944
H -1.36726 -4.52372 -0.09552
H -1.67857 0.52275 2.61611
H 0.17411 -0.87461 -2.45888
C -1.59576 1.05702 -4.07038
H -1.02316 1.75302 -3.44531
H -2.02141 0.23003 -3.47877
H -2.43969 1.62074 -4.49621
O -2.52573 1.28423 -0.28313
H -3.08933 0.67170 0.24409
H -2.46914 2.10696 0.25904
C 3.17944 0.23251 2.41837
N 2.99239 -1.09325 1.87245
C 1.91597 -1.38874 1.12332
N 1.78748 -2.62991 0.60786
O 1.03459 -0.49317 0.92029
H 2.32373 0.83113 2.10047
H 4.09734 0.68339 2.02772
H 3.20389 0.19914 3.51151
H 3.67922 -1.81228 2.05211
H 1.03531 -2.81873 -0.05751
H 2.49840 -3.32303 0.77103

As for the LUMO energy (alpha / beta): -4.393 / -4.721 eV. For the HOMO energy (alpha / beta), the calculation gives -10.038 / -10.188 eV. Its net charge is +1. As for the max |F|: 0.07478 hartree/bohr. The calculation puts the relative energy (zero: lowest compared OMol25 entry of this formula, charge and spin) at 0.0 kJ/mol. Its spin multiplicity is 4. As for the HOMO-LUMO gap (alpha / beta): 0.2075 / 0.2009 Eh. The calculated total energy comes out at -2334.0997 Eh. For the molar mass, the calculation gives 406.4 g mol⁻¹.

Entry 4:
ORCA calculation (wB97M-V/def2-TZVPD) on a cluster of 3 separate species, C11H26FN4O7S2 in total at a distorted geometry.

Geometry (Å):
C -1.33214 0.78690 0.43306
C -1.17547 -0.87694 0.43000
C -2.45719 -1.57496 -0.38526
F -2.28668 -3.05962 -0.42641
N -3.70036 -1.15050 0.42365
N -3.81460 -1.85897 1.60976
C -5.05729 -1.26489 2.24888
N -5.60719 -0.18089 1.30107
C -4.70624 -0.07017 0.09060
N -4.73149 0.75338 -1.01008
O -5.70129 1.68485 -1.10623
H -0.44758 1.20810 1.09628
H -2.32985 1.12589 0.94921
H -1.24405 1.23374 -0.65878
H -0.13907 -1.22202 0.00838
H -1.24024 -1.19026 1.57832
H -2.56014 -1.15714 -1.49342
H -3.16350 -2.60358 1.94511
H -5.52205 -1.56202 3.28192
H -3.98066 0.67861 -1.75876
H -6.54203 1.39226 -0.63463
O 4.46286 -4.06810 -0.81528
S 3.53702 -3.99086 -1.92653
O 2.78832 -2.78474 -2.21913
O 2.49928 -5.24398 -1.83752
C 1.72963 -5.40456 -0.65272
C 0.62670 -4.36597 -0.55960
C 4.38156 -4.48123 -3.40604
H 2.37471 -5.37805 0.23150
H 1.27724 -6.40190 -0.69281
H 1.03834 -3.35812 -0.45501
H -0.01487 -4.55475 0.30590
H 0.01411 -4.37245 -1.46683
H 4.92628 -5.40717 -3.21641
H 5.07880 -3.68359 -3.67096
H 3.64957 -4.61291 -4.20489
O 1.49373 3.06342 0.95015
S 2.48975 4.10470 1.09741
O 3.11257 4.39592 2.37341
O 1.90218 5.48992 0.47205
C 0.67628 5.99835 0.98250
C 0.85299 6.59165 2.36835
C 3.77835 3.83154 -0.08900
H -0.09375 5.22007 0.97978
H 0.34195 6.78602 0.29784
H 1.12717 5.82349 3.09698
H -0.07287 7.06137 2.71259
H 1.65391 7.33792 2.36845
H 3.33069 3.64248 -1.06568
H 4.35060 2.96012 0.23616
H 4.42600 4.70964 -0.11731

As for the LUMO energy: -4.277 eV. For the HOMO energy, the calculation gives -12.661 eV. Its net charge is +1. As for the max |F|: 0.14839 hartree/bohr. As for the HOMO-LUMO gap: 0.3081 Eh. The calculated total energy comes out at -2076.1298 Eh. For the molar mass, the calculation gives 409.5 g mol⁻¹.

Entry 5:
ORCA calculation (wB97M-V/def2-TZVPD) on a structure of composition C11H26LiNO5 at a distorted geometry.

Geometry (Å):
Li -1.38191 0.47313 0.58026
C -4.97931 3.16101 -2.53207
C -4.16578 2.21490 -1.58722
O -4.24672 2.12325 -0.37226
O -3.29110 1.47509 -2.13248
H -4.39140 3.64066 -3.31463
H -5.60469 3.88730 -2.01294
H -5.65227 2.50709 -3.08670
C -3.28506 -4.24541 0.28568
C -1.97971 -4.06375 0.90893
C -1.07123 -5.33802 0.64887
O -1.26758 -3.05608 0.38600
H -3.72177 -3.30772 -0.05799
H -4.05403 -4.57804 0.98292
H -3.19115 -5.00618 -0.48926
H -2.10110 -3.83766 1.96829
H -1.01730 -5.68472 -0.38311
H -1.54280 -6.17095 1.17037
H -0.08748 -5.17200 1.08793
H -1.49843 -3.05173 -0.54582
C 5.33170 0.74460 -2.39793
O 4.25294 1.16287 -1.47574
C 2.97579 1.29224 -2.02613
C 2.32432 2.36001 -1.13747
N 1.85261 1.66274 0.05924
C 1.88705 2.55056 1.31164
C 1.67150 1.75400 2.60189
O 0.35518 1.11709 2.60967
C 0.04698 0.34013 3.74602
H 6.29558 1.06884 -2.00562
H 5.51207 1.39245 -3.25575
H 5.33281 -0.29467 -2.72658
H 2.56087 0.28431 -2.02097
H 3.05201 1.67788 -3.04277
H 1.44252 2.69312 -1.68481
H 3.07541 3.10946 -0.88789
H 2.49437 0.88843 -0.03395
H 1.17279 3.37370 1.33105
H 2.82994 3.07529 1.46568
H 1.75210 2.40691 3.47097
H 2.47025 1.02493 2.46569
H 0.42833 0.81206 4.65154
H 0.44074 -0.66700 3.60910
H -1.02703 0.20004 3.86842

As for the LUMO energy: -0.332 eV. For the HOMO energy, the calculation gives -6.502 eV. Its net charge is 0. As for the max |F|: 0.08187 hartree/bohr. The calculation puts the relative energy (zero: lowest compared OMol25 entry of this formula, charge and spin) at 547.8 kJ/mol. As for the HOMO-LUMO gap: 0.2267 Eh. The calculated total energy comes out at -873.0627 Eh. For the molar mass, the calculation gives 259.3 g mol⁻¹.